C23H25AsBr2N3O3PtS | wB97M-V/def2-TZVPD

Values from the calculation:
total charge: +1
orbital gap: 0.2591 hartree
largest force on an atom: 2.7 eV/Å
spin multiplicity: 1
LUMO: -4.27 eV
molar mass: 853.35 g mol⁻¹

Last column: Löwdin charge in e.
Positions of all 59 atoms, in Å:
Br  1.153  7.173  -0.605  0.830
C  -1.228  -4.172  1.973  -0.148
H  -7.360  0.554  0.192  0.115
C  -3.761  0.972  -1.086  -0.136
C  1.990  4.466  -0.326  -0.032
C  -4.808  1.467  -1.845  0.016
C  3.264  -0.097  -0.768  -0.120
H  -1.426  3.060  0.624  0.122
C  -5.296  0.191  0.620  -0.021
H  4.513  3.345  0.216  0.118
H  1.750  -4.577  -1.195  0.066
C  1.778  3.110  -0.085  -0.194
As  0.247  -2.081  0.356  1.260
H  -1.641  -5.179  1.963  0.083
H  -0.461  -4.136  2.743  0.061
S  -2.460  -0.314  0.683  0.597
H  1.057  -2.625  2.636  0.056
O  -1.742  1.687  -2.226  0.068
H  5.299  -0.712  -0.942  0.120
N  0.552  2.631  0.233  -0.005
H  1.709  -0.145  1.986  0.036
H  -6.931  1.653  -1.959  0.114
C  1.646  -2.296  1.775  -0.367
H  2.929  -3.290  -0.936  0.054
C  2.814  2.103  -0.241  -0.186
H  2.349  -3.093  1.519  0.076
H  -1.498  -3.843  -0.126  0.075
H  0.075  -4.563  0.298  0.071
C  4.624  0.100  -0.721  -0.066
C  -0.346  4.833  0.088  -0.055
C  -0.474  3.479  0.321  -0.083
H  -5.476  -0.314  1.558  0.126
H  2.968  4.835  -0.588  0.115
H  0.045  -2.991  -1.968  0.074
H  2.879  -1.076  -1.012  0.082
Pt  0.237  0.529  -0.274  0.961
Br  6.943  1.712  -0.253  0.836
O  -1.759  0.451  1.687  -0.340
N  2.360  0.861  -0.545  -0.023
C  -0.684  -3.831  0.601  -0.374
C  2.072  -3.594  -1.541  -0.161
C  0.931  -2.585  -1.470  -0.428
H  1.174  -1.660  -2.003  0.032
C  0.915  5.334  -0.250  -0.641
H  -4.610  1.931  -2.796  0.128
C  -6.101  1.303  -1.368  -0.042
N  -1.672  -0.015  -0.736  -0.271
C  2.361  -1.009  2.166  -0.175
O  -2.558  -1.724  0.921  -0.338
C  -2.314  0.951  -1.443  -0.549
C  -4.020  0.355  0.133  -0.201
C  5.093  1.370  -0.370  -0.645
H  3.283  -0.878  1.606  0.050
H  2.605  -1.019  3.226  0.079
C  -6.346  0.678  -0.153  -0.043
H  -2.023  -3.477  2.228  0.056
H  -1.197  5.491  0.161  0.117
C  4.176  2.372  -0.107  -0.029
H  2.403  -3.697  -2.574  0.079